Record 1
A molecular structure, C47H50N8O2P2S2Tl. Source: OMol25; level of theory: ωB97M-V with the def2-TZVPD basis set.

## Properties
HOMO-LUMO gap = 6.12 eV
Relative energy (zero: lowest compared OMol25 entry of this formula, charge and spin) = 0.0 kJ/mol
LUMO level = 2.24 eV
Net charge = -1
HOMO level = -3.89 eV

Each line ends with the Löwdin charge.
Element x y z (Å)
1 C -0.85237 3.84895 -0.56085  -0.0840
2 H 3.50598 -3.81196 -4.46822  0.0697
3 C -6.61523 1.78136 2.08364  -0.0929
4 N -2.24491 -0.11293 6.25582  0.1357
5 H 2.37305 -2.85699 1.48105  0.0321
6 C -1.46119 -1.28771 -4.30449  -0.0761
7 H -3.31745 3.42240 0.94707  0.0896
8 C 3.72919 0.29991 -0.79921  -0.2808
9 H -3.48432 -4.51025 3.41188  0.0954
10 C 1.98802 -3.07255 -6.53669  -0.0589
11 N 1.33893 1.51775 4.00574  0.1420
12 H -5.50521 -0.05060 2.16208  0.0970
13 P -2.68673 0.71188 1.29014  0.9664
14 C 4.62346 3.41350 1.98025  -0.1216
15 H -2.40191 -0.99750 6.70685  0.0933
16 H 4.86705 4.20900 2.67694  0.0896
17 H 4.08813 -3.04421 1.08523  0.0896
18 H 1.83127 0.75919 -6.82178  0.1007
19 H -1.37531 1.58554 -6.08698  0.0969
20 N 3.69113 -3.05499 3.12750  -0.1363
21 C 2.85977 -2.67930 4.11955  -0.4951
22 H 4.24810 -3.03739 5.77381  0.0710
23 H 1.28433 -3.11395 -8.55928  0.0942
24 H 5.69520 -3.19805 3.81525  0.0915
25 H -1.41086 -1.41915 -2.17297  0.0496
26 S 1.64593 -3.50233 -3.02430  0.8326
27 C 3.18863 -3.10951 5.53360  0.0036
28 C -1.44936 -0.44850 -5.40901  -0.1000
29 O 1.85052 -2.02180 3.89051  -0.0259
30 C 3.32339 3.25375 1.57402  -0.0394
31 C 2.91525 2.21714 0.68523  -0.4398
32 C -2.86169 3.52544 -1.85380  -0.1174
33 C 2.38229 -2.29281 -5.45170  -0.2890
34 C -3.05143 -0.96990 1.89983  -0.3726
35 H 6.04747 0.89999 0.25596  0.0977
36 H -4.60652 1.20778 -1.09679  0.0704
37 H -1.04296 -1.81776 4.90779  0.0948
38 H -1.44276 -2.36240 -4.42808  0.1019
39 C -3.15726 4.87384 -1.73929  -0.1013
40 C -4.27096 1.59218 1.54563  -0.3602
41 H 5.30812 1.11607 -1.99898  0.0775
42 C -1.39768 1.46272 -3.94886  -0.0901
43 C -1.14799 5.20398 -0.45627  -0.0789
44 H 0.41026 -0.99023 4.58707  0.0494
45 H 3.54347 -2.24825 -3.64688  0.0506
46 C 4.90237 -3.80984 3.37323  -0.0586
47 C 0.45638 1.44716 4.74816  -0.3737
48 H -1.43546 -0.86635 -6.40604  0.0956
49 N -2.70820 0.53023 -0.40751  -0.5290
50 H 0.04555 3.43275 -0.10816  0.0757
51 H -1.36353 2.53750 -3.82204  0.0945
52 H -2.54466 -1.98873 0.08498  0.0780
53 H -0.47428 5.85614 0.08534  0.1021
54 C 5.62876 2.55539 1.52295  -0.1349
55 H -4.05555 5.27209 -2.19531  0.0973
56 P -1.30076 1.22934 -1.11750  0.9913
57 C 1.88826 -0.31990 -6.75488  -0.0966
58 H -3.76969 0.03833 -2.14699  0.0706
59 C -3.96779 0.31785 -1.11207  -0.1431
60 H -4.52360 -0.49940 -0.64387  0.0789
61 H -3.53154 2.87396 -2.40538  0.1015
62 C 5.27372 1.55752 0.63861  -0.0852
63 C -5.39606 3.72458 1.37467  -0.0833
64 C -1.42399 0.62900 -2.83428  -0.3553
65 N -0.57074 1.29481 5.58353  0.0940
66 C -3.54435 -2.39507 3.78588  -0.1171
67 C 1.52691 -1.10525 -7.83900  -0.1150
68 H 6.65525 2.67276 1.84470  0.0786
69 C 1.70142 -2.27922 -1.71289  -1.1407
70 H 3.48767 -1.50078 1.71037  0.0714
71 O 1.67989 2.09102 0.35533  -0.3031
72 C -3.36572 -3.52032 2.98904  -0.0981
73 C -2.86367 -2.10138 1.11311  -0.0931
74 H -2.83199 -4.23951 1.03856  0.1059
75 H 5.26634 -4.19570 2.42398  0.0828
76 S 0.48612 -2.60916 -0.53522  0.3784
77 H 2.61705 -2.47958 6.20939  0.0809
78 H 2.53785 3.89668 1.95163  0.1027
79 C -1.71290 3.00160 -1.25846  -0.3728
80 H 4.36035 -0.16802 -2.80335  0.0447
81 C -1.44485 -0.75358 -3.02693  -0.1183
82 H -3.47891 -0.25658 3.88610  0.0947
83 H 4.71617 -4.66271 4.02713  0.0829
84 C 2.90975 -2.93712 -4.20150  -0.4433
85 C -2.29900 5.71363 -1.03552  -0.1020
86 Tl 0.83071 -0.08195 1.19986  0.6601
87 H -7.48128 3.73420 1.88736  0.0948
88 H 2.02731 -4.15318 -6.45531  0.1088
89 H -7.53931 1.31755 2.40613  0.0967
90 C -1.40974 0.92514 -5.22893  -0.0954
91 C 3.95477 1.35222 0.21554  -0.1383
92 C 3.38686 -2.58620 1.77887  -0.0478
93 H -3.81633 -2.50792 4.83001  0.0927
94 N 2.70517 -0.47655 -0.73694  -0.0082
95 H 2.57208 -0.29253 -4.72331  0.1100
96 H 5.52969 -0.58373 -1.57490  0.0842
97 C 2.30965 -0.90913 -5.57206  -0.0354
98 C -4.24631 2.95956 1.26518  -0.0990
99 N -0.46194 -1.02268 5.11106  0.2006
100 C 1.56863 -2.48821 -7.72152  -0.1010
101 C 4.79110 0.16852 -1.86714  -0.0352
102 C -3.01209 -3.37040 1.65750  -0.0729
103 H 1.19826 -0.64436 -8.76247  0.0932
104 H -2.56907 0.69891 6.75421  0.0983
105 H -2.53084 6.76781 -0.94340  0.0944
106 C -6.58343 3.13651 1.79165  -0.1014
107 H 2.88233 -4.14787 5.67875  0.0870
108 C -3.36890 -1.12985 3.25049  -0.1425
109 C -1.04070 0.07541 5.62429  -0.5244
110 N 2.64432 -1.40960 -1.77783  -0.0871
111 H -5.36102 4.78146 1.14293  0.1002
112 C -5.46732 1.01132 1.95221  -0.0943

=====

Record 2
A molecular structure, C25H34F5N9SSe2Y. Source: OMol25; level of theory: ωB97M-V with the def2-TZVPD basis set.

## Properties
HOMO-LUMO gap = 8.39 eV
LUMO level = -2.15 eV
Net charge = +1
HOMO level = -10.54 eV

Each line ends with the natural charge from an NBO analysis.
Element x y z (Å)
1 H -2.84930 -0.32973 1.33886  0.2283
2 C 4.63883 2.51681 2.94862  -0.2005
3 H 5.02227 0.22624 4.06414  0.2130
4 S -0.86812 -1.87535 1.80824  -0.3088
5 H -2.27661 -1.09257 -0.66764  0.4358
6 H -0.88430 0.69069 2.24436  0.4030
7 C 2.52462 -1.07533 2.13826  -0.2290
8 C 2.88542 0.86118 -2.60507  -0.3066
9 C -2.92921 -5.20295 4.29729  -0.2592
10 H -0.63341 -0.44251 -3.23740  0.3924
11 Y 0.53993 -0.04111 -0.23625  1.4945
12 H -5.11358 -3.75447 6.43836  0.2268
13 N -2.13301 -0.08807 -0.61040  -0.7123
14 N 0.36892 -4.17633 1.29562  -0.7797
15 H 2.12597 4.60603 1.99255  0.2143
16 H 5.12792 -0.31046 2.38935  0.1970
17 H -2.18262 2.43823 0.26403  0.2015
18 C -0.58243 -3.54594 1.99771  0.3781
19 N -1.93036 -2.87706 -1.90991  -0.4260
20 H -3.97974 -1.73396 5.56750  0.2183
21 H -1.21258 2.13603 -1.97509  0.2038
22 C -2.61022 0.49912 -1.88514  -0.2411
23 C -3.69138 -2.71516 5.20986  -0.1737
24 C 2.84858 3.79755 1.89905  -0.2148
25 H 3.18021 3.67710 4.01504  0.2156
26 C -2.67784 -2.80856 4.26115  -0.2763
27 C -0.78176 -2.77030 -1.81024  0.0437
28 H -3.47867 1.13645 -1.71218  0.2073
29 H 5.25620 2.35962 3.83040  0.2158
30 N 2.10650 2.53944 1.82591  -0.5987
31 F 4.87715 -1.77631 -5.09492  -0.2701
32 C 3.76626 3.74004 3.09479  -0.4192
33 H -0.39590 2.17338 1.87186  0.3986
34 F 3.74528 0.46057 -6.10951  -0.2730
35 H 4.38677 4.63366 3.14435  0.2367
36 C -2.30263 -4.06326 3.80269  0.2182
37 N 3.83044 1.30602 2.76186  -0.4209
38 N -0.85710 1.36005 1.47680  -0.8902
39 H -1.89663 1.66599 -3.52442  0.2086
40 H 0.77198 -3.69460 0.49960  0.4364
41 C 4.24412 -0.92920 -4.29320  0.2922
42 F 3.35113 -0.62256 -0.82833  -0.3090
43 C 4.43837 0.03794 3.16447  -0.2000
44 H 1.42904 2.49794 1.08656  0.3952
45 H 0.44454 -5.18091 1.30810  0.3988
46 H 5.31531 2.63968 2.09693  0.1983
47 N -1.27056 -4.32143 2.84522  -0.5695
48 H 1.67736 -1.73640 2.29555  0.2256
49 H 0.35544 0.85806 -3.26693  0.4057
50 H 3.77746 -1.94776 3.65263  0.2324
51 F 2.44233 2.16080 -4.53538  -0.2909
52 H 3.13248 -1.52007 1.34282  0.1983
53 H -2.82752 2.12072 1.86962  0.2066
54 Se 2.03554 2.09739 -1.41699  -0.3126
55 C -2.87978 0.42490 0.55482  -0.2356
56 C 3.66067 0.21139 -4.80704  0.2810
57 C -1.52522 1.27646 -2.57467  -0.2223
58 C -3.93453 -5.09607 5.24168  -0.1817
59 H 3.42196 3.95886 0.98245  0.2031
60 H -2.18926 -1.91785 3.89999  0.2377
61 C 3.47613 -0.29896 -2.14139  0.3434
62 C -4.32592 -3.84457 5.70204  -0.2142
63 N 2.00377 0.23468 1.70060  -0.7660
64 C 4.15008 -1.19086 -2.94243  0.2675
65 H 2.72099 -0.65579 4.23020  0.2120
66 C 3.35151 -0.97845 3.39736  -0.4208
67 N -0.36339 0.39285 -2.72526  -0.8818
68 F 4.67892 -2.30488 -2.43794  -0.2805
69 C 2.66164 1.31470 2.07922  0.6757
70 H -1.04952 -5.30327 2.78689  0.3965
71 Se 1.03410 -2.50124 -1.63515  -0.2345
72 H -4.41269 -5.99297 5.61366  0.2279
73 H -3.93223 0.59276 0.31674  0.2072
74 C -2.24019 1.69158 1.05776  -0.2260
75 H -2.63293 -6.18429 3.93688  0.2114
76 H -2.93846 -0.31911 -2.52923  0.2253
77 C 2.99236 1.08413 -3.96818  0.3161

=====

Record 3
C9H13OPS in the gas phase at a distorted geometry. Source: OMol25; level of theory: ωB97M-V with the def2-TZVPD basis set.

## Properties
HOMO-LUMO gap = 8.99 eV
Relative energy (zero: lowest compared OMol25 entry of this formula, charge and spin) = 13.9 kJ/mol
LUMO level = 0.70 eV
HOMO level = -8.29 eV
SMILES = CC[P@@](=S)(OC)c1ccccc1

Each line ends with the natural charge from an NBO analysis.
Element x y z (Å)
1 C -1.59806 -2.38030 0.35473  -0.1982
2 O 0.03006 1.06407 -1.71881  -0.8295
3 C 2.05420 0.80869 0.46171  -0.6683
4 H 2.59164 1.66167 0.31837  0.2271
5 H -0.15901 2.99178 -2.06378  0.2237
6 H 2.01103 0.65885 1.45399  0.2269
7 C -2.37191 -2.27594 1.52852  -0.1946
8 H -1.23131 0.78767 2.22536  0.2218
9 C 2.54295 -0.46014 -0.36025  -0.6182
10 H -3.00045 -3.04962 1.73718  0.2130
11 S -0.22061 3.26374 0.45547  -0.6472
12 H -0.27843 1.79572 -3.41857  0.1969
13 C -2.22340 -1.15266 2.29082  -0.1966
14 C 0.24079 2.21004 -2.61139  -0.2483
15 H 3.58746 -0.39495 -0.53562  0.2235
16 H -1.78841 -3.35434 -0.28503  0.2147
17 H -0.32101 -1.31417 -1.05939  0.2175
18 H 2.29869 -1.27614 0.22437  0.2127
19 C -0.82719 -1.37459 -0.16388  -0.2057
20 C -0.69106 -0.18802 0.55480  -0.3778
21 H 1.85280 -0.64451 -1.26343  0.2110
22 C -1.35211 -0.14310 1.81591  -0.1750
23 H 1.26183 2.43656 -3.00659  0.1837
24 P 0.27257 1.25918 -0.13335  1.5685
25 H -2.68108 -0.92949 3.19886  0.2183

=====

Record 4
3 unconnected molecules or ions with the total composition C4H6N2O2S2 at a distorted geometry. Source: OMol25; level of theory: ωB97M-V with the def2-TZVPD basis set.

## Properties
Multiplicity = 3
HOMO-LUMO gap (spin up / spin down) = 8.80 / 5.36 eV
Relative energy (zero: lowest compared OMol25 entry of this formula, charge and spin) = 118.6 kJ/mol
LUMO level (spin up / spin down) = 0.69 / -4.31 eV
<S²> = 2.012
HOMO level (spin up / spin down) = -8.11 / -9.68 eV

Each line ends with the natural charge from an NBO analysis.
Element x y z (Å)
1 N 2.16506 -0.40809 0.77321  -0.6031
2 C -2.01508 1.19003 -0.29848  -0.0658
3 C -1.64634 2.42307 -0.73233  -0.4459
4 H 0.52113 -0.00807 -1.84753  0.2203
5 O -2.78382 -3.35537 0.69354  -0.7204
6 S -2.42766 -2.04664 1.16502  1.4718
7 H 2.25647 -1.84539 -0.61597  0.1499
8 H -2.87168 0.97131 0.31331  0.2042
9 N -1.21070 0.17359 -0.69745  -0.4514
10 H -2.11018 3.37123 -0.55415  0.2438
11 S -0.21842 2.31676 -1.68172  0.4249
12 C -0.23855 0.60985 -1.41983  -0.1249
13 H 1.09772 -2.20527 0.78200  0.1585
14 C 1.81516 -1.52238 0.32147  -0.0408
15 O -1.25406 -1.98022 1.99273  -0.7597
16 H 1.72791 -0.15576 1.65859  0.3385